Below is an isolated ion of composition CHO5S and charge -1, with properties calculated with ωB97M-V/def2-TZVPD.

Last column: Mulliken charge in e.
Positions of all 8 atoms, in Å:
1 O -2.20 -0.60 1.35  -0.560
2 C -1.16 -0.15 0.88  0.270
3 O -0.45 -0.74 -0.08  -0.337
4 S 0.98 0.05 -0.72  1.192
5 O 0.90 1.23 0.11  -0.662
6 O 0.67 0.16 -2.14  -0.607
7 O 2.15 -0.80 -0.44  -0.614
8 H -0.88 0.84 1.03  0.319

As for the HOMO-LUMO gap: 10.08 eV. The structure (SMILES) is O=COS(=O)(=O)[O-]. For the HOMO energy, the calculation gives -6.00 eV. As for the net charge: -1. For the LUMO energy, the calculation gives 4.075 eV. For the energy above the lowest of the compared OMol25 structures with the same formula, charge and spin, the calculation gives 38.9 kJ/mol. As for the spin multiplicity: 1.

***

Below is CI3O7PdSTi as an isolated structure, with properties calculated with ωB97M-V/def2-TZVPD.

Last column: Mulliken charge in e.
Positions of all 14 atoms, in Å:
1 Pd -3.04 1.07 1.62  0.521
2 Ti 1.76 0.84 1.94  0.135
3 I -1.16 3.34 3.05  -0.710
4 I 1.74 3.60 -0.07  -0.722
5 I 4.33 -0.16 2.66  -0.784
6 S -0.82 -1.48 0.78  1.122
7 O -1.26 -1.39 -0.54  -0.630
8 O -1.82 -0.71 1.52  -0.683
9 O -0.96 -2.82 1.22  -0.734
10 O 0.53 -0.91 0.90  -0.540
11 C 0.15 -0.35 -3.19  0.837
12 O 0.97 -1.28 -3.33  -0.609
13 O -0.94 -0.53 -3.70  -0.614
14 O 0.52 0.79 -2.85  -0.589

As for the HOMO-LUMO gap (alpha / beta): 1.56 / 5.34 eV. For the HOMO energy (alpha / beta), the calculation gives 5.70 / 1.94 eV. As for the net charge: -4. For the LUMO energy (alpha / beta), the calculation gives 7.252 / 7.273 eV. The expectation value of S² is 8.77. As for the spin multiplicity: 6.

***

| no. | electronic energy (eV) |
| --- | --- |
| 1 | -22128.0792 |
| 2 | -77093.9029 |